(1)
C29H27CsFIN5O3S3 as an isolated structure at a distorted geometry. Source: the Open Molecules 2025 dataset; level of theory: the ωB97M-V functional and the def2-TZVPD basis.

Computed properties:
Strongest force on any atom (eV Å⁻¹): 3.382
HOMO-LUMO gap (hartree): 0.2444
LUMO (eV): 1.8
Charge: -1
ΔE to the lowest compared entry with this formula, charge and spin (eV): 1.977

XYZ file:
```
70
Properties=species:S:1:pos:R:3:mulliken_charge:R:1
Cs -0.53 0.45 -1.25 1.31
C -4.86 0.48 -3.47 -0.75
C -5.41 -0.89 -3.11 -0.80
S -4.13 -2.03 -2.46 0.03
C -4.89 -2.64 -0.92 -0.78
C -5.26 -1.59 0.11 -0.88
S -3.81 -0.56 0.60 0.00
C -4.51 1.11 0.52 -0.50
C -5.07 1.54 -0.82 -0.85
S -3.87 1.34 -2.19 -0.09
H -5.68 1.13 -3.78 0.36
H -4.15 0.39 -4.29 0.40
H -5.82 -1.35 -4.02 0.47
H -6.19 -0.83 -2.36 0.29
H -4.12 -3.29 -0.51 0.40
H -5.76 -3.24 -1.19 0.43
H -5.64 -2.10 1.00 0.47
H -6.04 -0.93 -0.25 0.33
H -3.65 1.72 0.79 0.21
H -5.27 1.20 1.30 0.45
H -5.33 2.60 -0.77 0.51
H -5.96 0.98 -1.09 0.38
C 2.28 4.57 3.60 -1.64
C 2.70 3.19 4.10 0.42
C 4.22 3.15 4.21 -1.02
C 4.68 1.77 4.65 -1.02
C 4.19 0.77 3.65 1.17
C 4.92 -0.37 3.39 -0.76
C 4.45 -1.30 2.47 0.20
F 5.19 -2.41 2.23 -0.37
C 3.26 -1.11 1.81 -1.20
C 2.50 0.03 2.07 0.19
C 1.19 0.17 1.40 1.49
O 0.82 -0.64 0.55 -1.02
C 0.43 1.30 1.86 1.21
C 0.96 2.19 2.71 -0.77
N 2.23 2.13 3.22 0.25
C 2.97 1.00 2.98 -0.50
C -1.04 1.53 1.41 -0.72
O -1.91 1.10 2.17 -0.76
O -1.18 2.15 0.34 -0.89
H 2.79 5.33 4.19 0.43
H 1.21 4.74 3.70 0.49
H 2.55 4.70 2.55 0.39
H 2.27 3.02 5.10 0.11
H 4.55 3.91 4.92 0.39
H 4.66 3.39 3.23 0.35
H 4.28 1.55 5.64 0.31
H 5.77 1.73 4.72 0.43
H 5.85 -0.56 3.90 0.49
H 2.88 -1.84 1.10 0.64
H 0.36 3.03 3.04 0.44
N 0.90 0.46 -3.50 -0.46
C 1.91 0.79 -3.98 0.02
C 3.11 1.15 -4.54 0.03
C 3.80 0.21 -5.29 0.26
N 4.35 -0.60 -5.90 -0.56
C 3.60 2.43 -4.36 0.15
N 4.01 3.51 -4.22 -0.55
I -1.56 -7.12 -2.34 0.04
C -0.37 -5.39 -2.60 -0.19
C 0.89 -5.49 -3.16 -0.16
C 1.62 -4.32 -3.32 -0.73
C 1.04 -3.12 -2.91 -0.15
N -0.16 -3.05 -2.37 -0.12
C -0.86 -4.16 -2.21 0.25
H 1.29 -6.44 -3.48 0.39
H 2.60 -4.34 -3.76 0.42
H 1.56 -2.18 -3.03 0.33
H -1.84 -4.04 -1.78 -0.07
```

(2)
One molecule with the formula C29H27N3O3. Source: the Open Molecules 2025 dataset; level of theory: the ωB97M-V functional and the def2-TZVPD basis.

Computed properties:
Strongest force on any atom (eV Å⁻¹): 0.704
HOMO-LUMO gap (hartree): 0.3103
LUMO (eV): 0.1
ΔE to the lowest compared entry with this formula, charge and spin (eV): 0.211

XYZ file:
```
62
Properties=species:S:1:pos:R:3:mulliken_charge:R:1
C 6.35 1.87 1.47 -0.70
H 7.34 1.42 1.37 0.30
H 6.24 2.66 0.72 0.30
H 6.20 2.27 2.47 0.24
O 5.34 0.88 1.28 -0.28
C 5.35 0.25 0.10 0.37
O 6.16 0.49 -0.77 -0.62
C 4.27 -0.76 -0.02 0.55
C 3.42 -1.05 1.05 -0.65
C 2.42 -1.99 0.88 -0.18
C 2.25 -2.64 -0.34 0.78
C 3.11 -2.35 -1.39 -0.45
C 4.12 -1.42 -1.23 -0.81
H 4.79 -1.18 -2.04 0.47
H 2.98 -2.85 -2.34 0.41
C 1.05 -3.53 -0.54 -1.59
N -0.09 -2.70 -0.90 -0.08
C -0.85 -2.09 0.05 -0.20
O -0.82 -2.43 1.22 -0.61
C -1.73 -1.01 -0.49 0.79
C -1.20 0.03 -1.23 0.57
C -2.08 1.01 -1.73 0.34
N -3.36 1.03 -1.51 -0.61
C -3.90 0.05 -0.74 -0.06
C -5.28 0.11 -0.47 -0.56
C -5.86 -0.86 0.31 -0.50
C -5.10 -1.91 0.82 -0.91
C -3.76 -2.00 0.56 -0.59
C -3.12 -1.01 -0.22 1.18
H -3.17 -2.81 0.97 0.50
H -5.58 -2.67 1.43 0.42
H -6.92 -0.81 0.53 0.42
H -5.84 0.93 -0.88 0.48
C -1.49 2.07 -2.62 -1.02
C -0.15 2.61 -2.07 -0.89
N 0.58 1.70 -1.21 0.25
C 0.27 0.31 -1.46 -0.17
H 0.90 -0.30 -0.81 -0.76
H 0.53 0.10 -2.50 0.34
C 0.67 2.05 0.20 -1.47
C -0.54 1.72 1.05 0.85
C -0.50 0.64 1.93 -0.13
C -1.61 0.28 2.66 -0.47
C -2.79 1.00 2.53 -0.49
C -2.83 2.09 1.68 -0.77
C -1.71 2.45 0.95 -0.15
H -1.76 3.31 0.30 0.39
H -3.75 2.66 1.58 0.39
H -3.67 0.71 3.09 0.42
H -1.56 -0.57 3.32 0.34
H 0.42 0.07 2.02 0.20
H 1.54 1.51 0.60 0.15
H 0.89 3.12 0.26 0.66
H -0.32 3.54 -1.54 0.35
H 0.50 2.84 -2.93 0.39
H -1.32 1.61 -3.60 0.43
H -2.21 2.87 -2.75 0.30
H -0.09 -2.31 -1.83 0.37
H 1.22 -4.26 -1.33 0.53
H 0.78 -4.04 0.39 0.34
H 1.75 -2.22 1.70 0.46
H 3.55 -0.55 1.99 0.44
```